Entry from the OMol25 dataset: a 2-piece molecular cluster, C5H10O2 overall in a non-equilibrium geometry (wB97M-V/def2-TZVPD).

Element x y z (Å)
C  -1.18220  0.22437  -1.32876
C  -1.32350  -0.13600  0.12846
O  -1.88401  -1.10212  0.57635
O  -1.43901  1.18758  0.91546
H  -0.49624  1.06059  -1.44707
H  -2.16986  0.50871  -1.69466
H  -0.83332  -0.64262  -1.88624
H  -2.32078  1.47150  1.18503
C  0.94615  0.97511  0.94969
C  0.85493  -0.38854  0.79427
C  1.57579  -1.14867  -0.28585
H  0.98515  1.44726  1.92054
H  1.39593  1.57643  0.17123
H  0.62250  -0.96055  1.68519
H  2.45847  -1.65065  0.11630
H  0.91675  -1.91740  -0.69328
H  1.89325  -0.50499  -1.10668

Calculated values
Energy relative to the best compared isomer or geometry (same formula, charge and spin) (kcal per mole): 73.6
SMILES: CC(=O)O.C=CC
Orbital gap (eV): 9.606
HOMO energy (Ha): -0.3332
LUMO (eV): 0.540
Calculated total energy (eV): -9439.8522

These are the natural (NBO) partial charges, in e, on atoms 1 to 6: C -0.72; C 0.83; O -0.55; O -0.84; H 0.23; H 0.25